1.
C45H35ClN8O7S2SeSiTa as an isolated structure at a distorted geometry. Source: the Open Molecules 2025 dataset; level of theory: ωB97M-V/def2-TZVPD.

Geometry as ORCA input:
```
! wB97M-V def2-TZVPD RIJCOSX def2/J DEFGRID3
* xyz -1 1
Ta -0.5966 -0.6526 -0.2057
C -4.8445 -4.5109 0.2071
C -5.2451 -3.2378 -0.1956
C -4.7915 -2.1436 0.4971
C -3.8978 -2.3409 1.5600
N -3.5321 -3.5492 1.9691
C -4.0071 -4.6011 1.2970
N -3.5222 -1.2652 2.3540
C -2.3993 -0.7321 2.6036
N -1.1032 -0.8048 2.0310
C -0.2248 -0.2416 2.9388
N 1.0615 -0.2218 3.0205
C 1.8753 -1.0532 2.2792
C 3.2527 -0.9601 2.5383
C 4.1056 -1.8742 1.9774
C 3.5746 -2.8904 1.1837
C 2.2185 -2.8796 0.9476
N 1.3777 -1.9657 1.4472
C -0.9839 0.3887 4.0427
C -0.5486 1.0986 5.1468
C -1.5191 1.5397 6.0338
C -2.8726 1.2638 5.8165
C -3.2878 0.5318 4.7117
C -2.3083 0.1086 3.8321
H -5.1698 -5.3998 -0.3124
H -5.9079 -3.1091 -1.0404
H -5.0728 -1.1416 0.2232
H -3.6748 -5.5700 1.6513
H 3.5949 -0.1768 3.1964
H 5.1700 -1.8153 2.1651
H 4.1965 -3.6561 0.7442
H 1.7705 -3.6286 0.3070
H 0.5010 1.3081 5.2885
H -1.2290 2.1138 6.9036
H -3.6056 1.6219 6.5266
H -4.3256 0.2937 4.5356
O 2.5668 -0.7454 -2.9820
Cl 1.7712 -0.8488 -1.8224
O 1.2642 -2.1835 -1.5699
O 2.4168 -0.3536 -0.6590
O 0.4736 -0.0428 -2.0133
N 2.9486 -2.6874 -6.9861
C 1.8124 -2.6078 -6.1816
C 1.2939 -1.3655 -5.8212
C 0.1614 -1.2794 -5.0380
C -0.4803 -2.4363 -4.6150
C 0.0108 -3.6783 -4.9931
C 1.1537 -3.7636 -5.7686
S -1.9581 -2.3257 -3.6647
O -2.6474 -1.1538 -4.1224
O -2.5819 -3.6286 -3.7537
N -1.5622 -2.0732 -2.1278
C -1.3829 -3.1003 -1.3149
S -1.3001 -4.8159 -1.5858
C -0.8421 -5.0238 0.0816
C -0.8037 -3.8511 0.7312
N -1.0961 -2.7631 -0.0607
H 3.5626 -1.8898 -6.9261
H 3.4519 -3.5588 -6.9186
H 1.8035 -0.4627 -6.1311
H -0.2378 -0.3153 -4.7614
H -0.5118 -4.5697 -4.6806
H 1.5385 -4.7327 -6.0606
H -0.6867 -6.0031 0.4977
H -0.5972 -3.6837 1.7728
Se -2.5971 0.4761 -0.5501
O 0.2603 0.9412 0.4426
Si 0.7294 2.5060 0.3222
C 2.5780 2.5680 0.0763
C 3.1446 2.8520 -1.1644
C 4.5167 2.7732 -1.3597
C 5.3449 2.4118 -0.3097
C 4.8007 2.1331 0.9362
C 3.4308 2.2110 1.1230
C -0.0852 3.4762 -1.0647
C -0.5660 2.9460 -2.2627
C -1.1279 3.7589 -3.2364
C -1.2118 5.1280 -3.0395
C -0.7342 5.6803 -1.8609
C -0.1865 4.8598 -0.8864
C 0.2323 3.3721 1.8995
C 1.0495 4.2377 2.6236
C 0.5595 4.9263 3.7263
C -0.7633 4.7702 4.1088
C -1.5958 3.9219 3.3937
C -1.0969 3.2248 2.3061
H 2.5050 3.1297 -1.9927
H 4.9379 2.9871 -2.3330
H 6.4145 2.3422 -0.4617
H 5.4446 1.8435 1.7564
H 3.0120 1.9703 2.0918
H -0.5197 1.8808 -2.4440
H -1.5119 3.3138 -4.1439
H -1.6562 5.7613 -3.7966
H -0.7971 6.7473 -1.6947
H 0.1585 5.3104 0.0350
H 2.0787 4.3848 2.3219
H 1.2091 5.5916 4.2804
H -1.1458 5.3045 4.9693
H -2.6266 3.7892 3.6910
H -1.7550 2.5660 1.7499
*
```

For the highest occupied orbital energy, the calculation gives -5.38 eV. For the relative energy (zero: lowest compared OMol25 entry of this formula, charge and spin), the calculation gives 248.3 kJ/mol. Its maximum force is 3.08 eV/Å. For the total energy, the calculation gives -182456.5630 eV. The value obtained for the gap between HOMO and LUMO is 7.61 eV. For the LUMO energy, the calculation gives 2.2 eV.

---

2.
One molecule with the formula C19H17Cl3N2O5S at a distorted geometry. Source: the Open Molecules 2025 dataset; level of theory: ωB97M-V/def2-TZVPD.

Geometry as ORCA input:
```
! wB97M-V def2-TZVPD RIJCOSX def2/J DEFGRID3
* xyz 0 1
C -5.2870 -0.6787 -0.2239
O -4.1705 -0.0918 0.4112
C -3.5571 1.0118 -0.1440
C -4.1513 1.7505 -1.1432
C -3.5375 2.8559 -1.7200
Cl -4.3515 3.6582 -3.0285
C -2.2256 3.2215 -1.2983
Cl -1.4280 4.5642 -2.0100
C -1.6520 2.5448 -0.2166
C -2.2876 1.4268 0.3537
C -1.6056 0.7370 1.5345
C -0.5498 -0.2761 1.0928
C -1.2870 -1.3815 0.3360
N -0.3704 -2.4269 -0.0821
C 0.5635 -2.2799 -1.0776
O 1.1627 -3.3175 -1.3206
C 0.7520 -0.9149 -1.7522
N 1.1998 0.1790 -0.8362
S 2.8119 0.8374 -1.0525
O 3.3304 0.5132 -2.4032
O 2.9558 2.2713 -0.8104
C 3.7889 -0.0858 0.1754
C 4.1157 -1.4095 -0.1033
C 4.8474 -2.1535 0.8441
C 5.2623 -1.5682 2.0618
Cl 6.0508 -2.5483 3.2582
C 4.9231 -0.2625 2.3106
C 4.2188 0.4893 1.3567
C 0.6779 0.3928 0.4100
O 1.1225 1.3258 1.0601
H -5.6571 -1.5262 0.3660
H -4.9251 -0.9734 -1.2049
H -6.1277 0.0233 -0.3584
H -5.1255 1.5125 -1.6126
H -0.6809 2.9140 0.1478
H -2.3653 0.2375 2.1990
H -1.1306 1.5023 2.1872
H -0.1515 -0.7550 2.0146
H -1.8184 -0.9431 -0.5213
H -2.0767 -1.7979 0.9570
H -0.5441 -3.3853 0.1979
H -0.1461 -0.5892 -2.2751
H 1.4521 -1.0697 -2.5566
H 3.7519 -1.8940 -1.0013
H 5.1247 -3.1928 0.6220
H 5.1898 0.0493 3.3087
H 3.9074 1.5035 1.5473
*
```

For the highest occupied orbital energy, the calculation gives -8.82 eV. For the relative energy (zero: lowest compared OMol25 entry of this formula, charge and spin), the calculation gives 0.0 kJ/mol. Its maximum force is 4.28 eV/Å. For the total energy, the calculation gives -81598.0244 eV. As for the SMILES: COc1cc(Cl)c(Cl)cc1C[C@H]1CNC(=O)CN(S(=O)(=O)c2ccc(Cl)cc2)C1=O. The value obtained for the gap between HOMO and LUMO is 9.06 eV. For the LUMO energy, the calculation gives 0.2 eV.

---

3.
A 2-piece molecular cluster, C7H11BrOSi2 overall at a distorted geometry. Source: the Open Molecules 2025 dataset; level of theory: ωB97M-V/def2-TZVPD.

Geometry as ORCA input:
```
! wB97M-V def2-TZVPD RIJCOSX def2/J DEFGRID3
* xyz 0 1
C 0.3997 -3.1836 -0.4283
C -0.1440 -2.9868 0.8293
C 0.7886 -2.0921 -1.1912
C -0.3002 -1.7052 1.3251
C 0.6362 -0.8138 -0.6957
C 0.0968 -0.5979 0.5768
C -2.7323 1.6002 -0.7010
O 0.9611 2.1957 0.7733
Si 2.0365 2.9702 -0.1824
Si -0.1577 1.1316 1.2198
Br -4.0578 0.3793 -0.1013
H 0.5132 -4.1855 -0.8169
H -0.4492 -3.8356 1.4238
H 1.2123 -2.2389 -2.1726
H -0.7234 -1.5604 2.3070
H 0.9360 0.0380 -1.2890
H -3.0474 2.6230 -0.5659
H -2.3870 1.3465 -1.6919
H 2.2987 4.2172 0.5243
H 1.4008 3.1604 -1.4812
H 3.2028 2.0939 -0.2589
H -0.4838 1.4437 2.5968
*
```

For the highest occupied orbital energy (alpha / beta), the calculation gives -7.72 / -6.76 eV. For the relative energy (zero: lowest compared OMol25 entry of this formula, charge and spin), the calculation gives 0.0 kJ/mol. Its maximum force is 2.43 eV/Å. For the total energy, the calculation gives -95281.2438 eV. The value obtained for the gap between HOMO and LUMO (alpha / beta) is 7.54 / 6.54 eV. For the LUMO energy (alpha / beta), the calculation gives -0.2 / -0.2 eV.

---

4.
One molecule with the formula C3H5N3. Source: the Open Molecules 2025 dataset; level of theory: ωB97M-V/def2-TZVPD.

Geometry as ORCA input:
```
! wB97M-V def2-TZVPD RIJCOSX def2/J DEFGRID3
* xyz 0 1
C 0.8965 0.4838 1.1607
N 0.2513 0.0696 -0.0697
C -1.0047 -0.5643 -0.2809
C -1.0603 -0.8638 -1.7323
N 0.0742 -0.2148 -2.1940
N 0.8172 0.2599 -1.2216
H 1.8314 0.9754 0.8888
H 0.2578 1.1819 1.7080
H 1.1124 -0.3831 1.7929
H -1.4159 -1.1561 0.5342
H -1.7600 0.2115 -0.5861
*
```

For the highest occupied orbital energy, the calculation gives -8.64 eV. For the relative energy (zero: lowest compared OMol25 entry of this formula, charge and spin), the calculation gives 459.6 kJ/mol. Its maximum force is 0.39 eV/Å. For the total energy, the calculation gives -7657.6925 eV. The value obtained for the gap between HOMO and LUMO is 8.57 eV. For the LUMO energy, the calculation gives -0.1 eV.

---

5.
C34H34IN3P2PdS as an isolated structure. Source: the Open Molecules 2025 dataset; level of theory: ωB97M-V/def2-TZVPD.

Geometry as ORCA input:
```
! wB97M-V def2-TZVPD RIJCOSX def2/J DEFGRID3
* xyz -2 1
Pd -0.2400 -0.2976 -0.7812
C -2.5140 1.4674 1.1258
P -2.4149 0.2560 -0.2847
C -3.8878 0.8137 -1.2510
C -3.8436 2.0913 -1.8187
C -4.8540 2.5427 -2.6506
C -5.9336 1.7203 -2.9515
C -5.9833 0.4438 -2.4121
C -4.9714 -0.0054 -1.5729
C -3.1289 -1.2639 0.4883
C -4.1934 -1.2594 1.3884
C -4.6892 -2.4422 1.9158
C -4.1284 -3.6588 1.5481
C -3.0737 -3.6805 0.6488
C -2.5820 -2.4919 0.1236
C -1.2669 1.3877 1.9681
C -0.8497 2.1245 3.0756
C 0.4847 1.7089 3.3363
C 0.7864 0.7537 2.3687
C 2.0660 0.0187 2.0710
P 2.1922 -0.3713 0.2480
C 3.9809 -0.1859 -0.1261
C 4.8488 0.6419 0.5867
C 6.1679 0.8234 0.1888
C 6.6506 0.1846 -0.9430
C 5.7933 -0.6260 -1.6775
C 4.4775 -0.8045 -1.2828
C 1.9858 -2.2698 0.0641
C 1.4643 -2.4497 -1.3486
C 1.7971 -3.5513 -2.1006
C 2.7773 -4.4740 -1.7147
C 3.5256 -4.1449 -0.5578
C 3.2293 -3.0937 0.2520
N -0.2827 0.5535 1.5686
H -3.4211 1.2874 1.7084
H -2.6325 2.4592 0.6753
H -2.9826 2.7257 -1.6454
H -4.7794 3.5312 -3.0889
H -6.7202 2.0676 -3.6117
H -6.8127 -0.2140 -2.6474
H -5.0292 -1.0061 -1.1641
H -4.6526 -0.3230 1.6814
H -5.5119 -2.4136 2.6216
H -4.5057 -4.5832 1.9701
H -2.6153 -4.6200 0.3641
H -1.7432 -2.5018 -0.5640
H -1.4168 2.8786 3.6077
H 1.1398 2.0662 4.1214
H 2.1459 -0.9162 2.6302
H 2.9134 0.6301 2.3795
H 4.5023 1.1628 1.4695
H 6.8173 1.4697 0.7696
H 7.6804 0.3200 -1.2540
H 6.1505 -1.1292 -2.5688
H 3.8207 -1.4334 -1.8719
H 0.7988 -1.6901 -1.8167
H 1.3145 -3.6608 -3.0696
H 3.0629 -5.2990 -2.3552
H 4.4129 -4.7296 -0.3216
H 3.8959 -2.8318 1.0663
S -0.4919 3.5313 -3.0857
C 0.1581 3.7424 -1.5566
N 0.2679 4.9715 -0.9729
C 0.9181 4.9330 0.3244
C 1.1569 3.4224 0.5192
N 0.6636 2.8344 -0.7220
H 0.1214 5.7905 -1.5311
H 0.2781 5.3499 1.1067
H 1.8594 5.4909 0.3193
H 0.6289 3.0134 1.3793
H 2.2204 3.2013 0.6389
H 0.4029 1.8182 -0.7035
I 1.3636 -3.6120 2.9360
C 0.8157 -2.7169 0.9946
H 0.3073 -3.5522 0.5234
H 0.1074 -1.9257 1.2510
*
```

For the highest occupied orbital energy, the calculation gives -0.15 eV. For the relative energy (zero: lowest compared OMol25 entry of this formula, charge and spin), the calculation gives 0.0 kJ/mol. Its maximum force is 0.87 eV/Å. For the total energy, the calculation gives -81273.3385 eV. The value obtained for the gap between HOMO and LUMO is 4.34 eV. For the LUMO energy, the calculation gives 4.2 eV.

---

6.
C10H19P as an isolated structure at a distorted geometry. Source: the Open Molecules 2025 dataset; level of theory: ωB97M-V/def2-TZVPD.

Geometry as ORCA input:
```
! wB97M-V def2-TZVPD RIJCOSX def2/J DEFGRID3
* xyz 0 1
C 1.0227 -1.4619 0.3381
C 0.1950 -2.6644 0.7142
C -0.9756 -2.9805 -0.2368
C 0.5597 2.9997 0.8585
C -0.6082 -2.5279 -1.6574
C 1.6391 2.2153 0.2318
C -0.3582 2.0915 1.6754
C -0.7836 -1.0021 -1.6846
C 1.2258 1.1707 -0.7917
C -1.2914 1.3116 0.8260
P 0.1055 -0.1918 -0.2662
H 1.7659 -1.1822 1.0730
H 0.8374 -3.5762 0.4839
H -0.1351 -2.7699 1.7685
H -1.2382 -4.1025 -0.1502
H -1.8425 -2.4659 0.3200
H 0.9759 3.8469 1.4493
H -0.0221 3.5156 0.0456
H 0.3562 -2.9707 -1.7166
H -1.1431 -2.9415 -2.4627
H 2.3524 2.8884 -0.2960
H 2.2909 1.7442 1.0174
H 0.2896 1.4740 2.2014
H -1.0008 2.6263 2.3473
H -0.4095 -0.5565 -2.5952
H -1.7741 -0.9093 -1.7751
H 0.7435 1.6771 -1.7282
H 2.1110 0.7474 -1.1340
H -2.0724 0.6549 1.4599
H -1.8819 1.9589 0.1151
*
```

For the highest occupied orbital energy, the calculation gives -6.88 eV. For the relative energy (zero: lowest compared OMol25 entry of this formula, charge and spin), the calculation gives 149.2 kJ/mol. Its maximum force is 4.15 eV/Å. For the total energy, the calculation gives -19963.4946 eV. The value obtained for the gap between HOMO and LUMO is 7.83 eV. For the LUMO energy, the calculation gives 0.9 eV.

---

> Among the records above, which one has the highest maximum force?

C19H17Cl3N2O5S

---

> What is the relative energy (zero: lowest compared OMol25 entry of this formula, charge and spin) in the third record?

0.0 kJ/mol

---

> Look up the relative energy (zero: lowest compared OMol25 entry of this formula, charge and spin) of the sixth one.

149.2 kJ/mol

---

Please write out number 6 again, unchanged.
C10H19P as an isolated structure at a distorted geometry. Source: the Open Molecules 2025 dataset; level of theory: ωB97M-V/def2-TZVPD.

Geometry as ORCA input:
```
! wB97M-V def2-TZVPD RIJCOSX def2/J DEFGRID3
* xyz 0 1
C 1.0227 -1.4619 0.3381
C 0.1950 -2.6644 0.7142
C -0.9756 -2.9805 -0.2368
C 0.5597 2.9997 0.8585
C -0.6082 -2.5279 -1.6574
C 1.6391 2.2153 0.2318
C -0.3582 2.0915 1.6754
C -0.7836 -1.0021 -1.6846
C 1.2258 1.1707 -0.7917
C -1.2914 1.3116 0.8260
P 0.1055 -0.1918 -0.2662
H 1.7659 -1.1822 1.0730
H 0.8374 -3.5762 0.4839
H -0.1351 -2.7699 1.7685
H -1.2382 -4.1025 -0.1502
H -1.8425 -2.4659 0.3200
H 0.9759 3.8469 1.4493
H -0.0221 3.5156 0.0456
H 0.3562 -2.9707 -1.7166
H -1.1431 -2.9415 -2.4627
H 2.3524 2.8884 -0.2960
H 2.2909 1.7442 1.0174
H 0.2896 1.4740 2.2014
H -1.0008 2.6263 2.3473
H -0.4095 -0.5565 -2.5952
H -1.7741 -0.9093 -1.7751
H 0.7435 1.6771 -1.7282
H 2.1110 0.7474 -1.1340
H -2.0724 0.6549 1.4599
H -1.8819 1.9589 0.1151
*
```

For the highest occupied orbital energy, the calculation gives -6.88 eV. For the relative energy (zero: lowest compared OMol25 entry of this formula, charge and spin), the calculation gives 149.2 kJ/mol. Its maximum force is 4.15 eV/Å. For the total energy, the calculation gives -19963.4946 eV. The value obtained for the gap between HOMO and LUMO is 7.83 eV. For the LUMO energy, the calculation gives 0.9 eV.